Record 1
An isolated ion of composition C5H6N and charge +1 in a non-equilibrium geometry, computed with ωB97M-V with the def2-TZVPD basis set.

Last column: Mulliken charge in e.
Element x y z (Å)
C -3.26 -0.37 -0.04  -0.2862
C -2.14 0.09 0.05  -0.1078
N -0.85 0.58 -0.06  -0.0852
C 0.17 -0.23 -0.15  0.3872
C 1.43 0.32 -0.27  -0.2966
C 2.54 -0.29 0.16  -0.4633
H -4.19 -0.66 0.30  0.4190
H -0.90 1.55 -0.09  0.2637
H -0.14 -1.35 -0.20  0.3721
H 1.47 1.39 -0.43  0.2894
H 2.39 -1.42 0.41  0.2427
H 3.48 0.40 0.33  0.2648

**E_LUMO**: -5.99 eV
**Charge**: +1
**Structure (SMILES)**: C#C/[NH+]=C/C=C
**Energy above the lowest of the compared OMol25 structures with the same formula, charge and spin**: 92.0 kcal/mol
**Spin multiplicity**: 1
**Highest occupied orbital energy**: -0.5359 hartree

Record 2
A 2-piece molecular cluster, C2H4N2S overall in a non-equilibrium geometry, computed with ωB97M-V with the def2-TZVPD basis set.

Last column: Mulliken charge in e.
Element x y z (Å)
C 1.96 -2.71 -0.07  -0.0617
N 1.00 -2.40 -0.72  -0.1198
S -0.06 -1.90 -1.70  -0.1872
H 2.76 -3.22 0.37  0.3639
C -1.41 1.83 0.57  -0.2611
N -0.33 2.02 -0.05  -0.4258
H -1.72 0.80 0.70  0.2339
H -2.05 2.58 1.00  0.2291
H -0.16 3.00 -0.11  0.2287

**E_LUMO**: 0.78 eV
**Structure (SMILES)**: C#[N+][S-].C=N
**Energy above the lowest of the compared OMol25 structures with the same formula, charge and spin**: 66.4 kcal/mol
**Spin multiplicity**: 1
**Highest occupied orbital energy**: -0.3131 hartree

Record 3
The molecule C3H6FN in a non-equilibrium geometry, computed with ωB97M-V with the def2-TZVPD basis set.

Last column: Mulliken charge in e.
Element x y z (Å)
F 1.64 1.16 -0.13  -0.3331
C 0.88 0.04 0.08  0.2796
C -0.11 -0.23 -1.07  -0.5050
N -1.20 -0.26 -0.04  -0.4182
C -0.33 0.28 0.96  -0.5245
H 1.56 -0.76 0.40  0.2565
H -0.21 0.62 -1.73  0.2355
H 0.14 -1.09 -1.70  0.2508
H -1.61 -1.12 0.17  0.2624
H -0.40 -0.02 2.02  0.3120
H -0.36 1.37 1.04  0.1841

**E_LUMO**: 1.16 eV
**Structure (SMILES)**: FC1CNC1
**Energy above the lowest of the compared OMol25 structures with the same formula, charge and spin**: 11.7 kcal/mol
**Spin multiplicity**: 1
**Highest occupied orbital energy**: -0.3249 hartree

Record 4
A 6-piece molecular cluster, C23H65FN2O25P6S overall in a non-equilibrium geometry, computed with ωB97M-V with the def2-TZVPD basis set.

Last column: Mulliken charge in e.
Element x y z (Å)
C -0.66 2.75 4.43  -0.9915
C 0.35 1.78 5.22  0.4787
O 1.66 1.99 4.65  -0.4928
P 2.17 0.71 3.69  0.7198
O 3.48 1.15 3.03  -0.8375
C 0.96 0.28 2.29  -0.2600
C 0.43 -1.23 2.39  -0.1294
N -1.02 -1.42 2.11  0.1505
C -1.91 -0.73 3.08  -0.2971
N -2.50 -1.67 4.07  -0.4558
C -1.47 -2.23 4.98  -0.5319
S -1.43 -1.08 0.49  1.0441
O -2.82 -1.59 0.27  -0.5665
O -1.41 0.36 0.13  -0.4305
F -0.44 -2.02 -0.42  -0.2146
O 2.51 -0.61 4.68  -0.4372
C 3.36 -1.56 3.99  -0.3234
C 2.93 -3.07 4.20  -0.8572
H -1.64 2.26 4.20  0.2611
H -0.16 2.98 3.44  0.2871
H -0.77 3.75 4.96  0.3236
H 0.29 2.08 6.31  0.4477
H 0.02 0.70 5.18  -0.4722
H 1.53 0.50 1.34  0.5289
H 0.10 1.02 2.30  0.3179
H 0.99 -1.81 1.59  0.3223
H 0.67 -1.74 3.36  -0.5474
H -1.42 0.10 3.65  -0.0281
H -2.77 -0.29 2.49  0.4586
H -3.12 -1.09 4.66  0.2872
H -0.87 -2.98 4.37  0.1585
H -0.72 -1.40 5.23  0.0755
H -1.90 -2.71 5.90  0.3878
H 3.40 -1.38 2.87  0.3130
H 4.40 -1.44 4.44  0.4419
H 3.04 -3.61 3.22  0.1711
H 3.62 -3.60 4.93  0.3473
H 1.85 -3.20 4.53  0.1864
C -2.61 1.13 -2.06  -0.7569
O -2.96 2.04 -3.09  -0.4008
P -4.58 2.49 -3.48  1.1149
O -5.18 1.59 -2.41  -0.6933
O -4.48 1.69 -4.90  -0.3345
C -4.22 0.30 -4.89  -0.4010
O -6.16 3.05 -3.85  -0.2645
C -6.21 4.23 -4.66  -0.6752
H -1.85 1.59 -1.44  0.1940
H -3.43 0.81 -1.42  0.5441
H -2.17 0.25 -2.53  0.2685
H -4.58 -0.19 -3.99  0.3552
H -3.14 0.13 -4.99  0.2006
H -4.72 -0.15 -5.75  0.0563
H -5.73 4.06 -5.63  0.2927
H -5.72 5.06 -4.15  0.2694
H -7.25 4.49 -4.83  0.2417
C 0.92 -6.80 -0.32  -0.4819
O 2.20 -6.82 -0.94  -0.4413
P 3.45 -5.70 -0.60  0.9539
O 2.70 -4.88 0.43  -0.5036
O 3.30 -5.07 -2.10  -0.3751
C 2.09 -4.44 -2.46  -0.3762
O 4.89 -4.80 -0.37  -0.2325
C 6.08 -5.39 -0.90  -0.7222
H 0.71 -7.80 0.06  0.2562
H 0.82 -6.10 0.50  0.2154
H 0.19 -6.57 -1.09  0.2430
H 1.58 -4.00 -1.60  0.0981
H 1.43 -5.16 -2.95  0.2345
H 2.32 -3.64 -3.17  0.2730
H 5.99 -5.52 -1.99  0.3083
H 6.26 -6.36 -0.43  0.3146
H 6.92 -4.73 -0.70  0.2419
C 4.74 2.31 5.30  0.2709
O 5.08 1.30 6.24  -0.3156
P 5.31 1.57 7.92  1.1384
O 5.03 3.07 7.92  -0.6905
O 6.91 1.25 7.78  -0.3456
C 7.71 2.12 6.99  -0.6279
O 5.45 1.53 9.63  -0.2960
C 5.39 0.22 10.21  -0.6955
H 3.88 1.96 4.72  -0.4866
H 4.49 3.28 5.73  0.3530
H 5.59 2.43 4.62  0.2482
H 7.32 3.13 6.96  0.3525
H 7.78 1.72 5.97  0.1844
H 8.71 2.14 7.42  0.2656
H 6.21 -0.40 9.84  0.2983
H 4.43 -0.26 9.98  0.2919
H 5.49 0.31 11.29  0.2419
C -1.98 -3.39 -9.98  -0.5925
O -3.28 -2.90 -10.25  -0.4391
P -4.46 -2.60 -9.05  1.0904
O -3.56 -3.03 -7.90  -0.6746
O -5.35 -3.85 -9.59  -0.3404
C -4.79 -5.15 -9.58  -0.6067
O -5.68 -2.23 -7.90  -0.2200
C -6.76 -1.42 -8.39  -0.7380
H -1.26 -2.74 -10.49  0.2608
H -1.71 -3.43 -8.93  0.3137
H -1.89 -4.39 -10.41  0.2470
H -4.05 -5.27 -8.78  0.3297
H -4.33 -5.36 -10.55  0.2160
H -5.60 -5.87 -9.42  0.2662
H -7.27 -1.92 -9.21  0.3264
H -6.38 -0.45 -8.73  0.3155
H -7.47 -1.25 -7.58  0.2511
C 1.80 6.31 -2.09  -0.5947
O 0.47 6.76 -2.28  -0.4337
P -0.65 7.00 -1.00  1.0545
O 0.26 6.59 0.14  -0.6620
O -1.56 5.75 -1.53  -0.3134
C -1.00 4.44 -1.51  -0.4921
O -1.90 7.47 0.08  -0.2598
C -2.94 8.26 -0.50  -0.6815
H 2.47 6.99 -2.62  0.2626
H 2.13 6.25 -1.06  0.3154
H 1.88 5.32 -2.55  0.2328
H -0.25 4.32 -0.72  0.4244
H -0.55 4.23 -2.48  0.2407
H -1.80 3.73 -1.34  0.0362
H -3.44 7.72 -1.31  0.2817
H -2.53 9.20 -0.89  0.2945
H -3.68 8.49 0.27  0.2482

**E_LUMO**: -2.66 eV
**Structure (SMILES)**: CCOP(=O)(CCN(CNC)S(=O)(=O)F)OCC.COP(=O)(OC)OC.COP(=O)(OC)OC.COP(=O)(OC)OC.COP(=O)(OC)OC.COP(=O)(OC)OC
**Energy above the lowest of the compared OMol25 structures with the same formula, charge and spin**: 303.0 kcal/mol
**Spin multiplicity**: 1
**Highest occupied orbital energy**: -0.3433 hartree

Record 5
C6H13NO2 as an isolated structure in a non-equilibrium geometry, computed with ωB97M-V with the def2-TZVPD basis set.

Last column: Mulliken charge in e.
Element x y z (Å)
C -0.94 -0.13 0.69  1.5384
C 1.20 0.00 -0.61  0.0710
C -1.84 -0.51 -0.46  -1.4637
C -0.47 -1.26 1.59  -1.5651
C 1.15 0.75 -1.92  -1.3346
C -0.03 0.93 0.48  0.1122
N 2.44 0.15 0.06  -0.4762
O -2.07 0.65 1.84  -0.6542
O 0.18 2.09 0.67  -0.5378
H -2.31 1.53 1.50  0.2715
H 0.95 -1.05 -0.74  0.4724
H 3.00 -0.68 0.17  0.1941
H 2.68 1.12 0.27  0.1976
H -1.30 -1.54 2.23  0.4591
H -2.76 -0.94 -0.04  0.4032
H -1.37 -1.24 -1.13  0.3133
H -2.13 0.37 -1.04  0.3420
H -0.14 -2.12 1.00  0.3459
H 0.36 -0.95 2.23  0.3343
H 0.18 0.62 -2.41  0.2957
H 1.92 0.39 -2.61  0.3840
H 1.30 1.82 -1.77  0.2969

**E_LUMO**: 0.70 eV
**Energy above the lowest of the compared OMol25 structures with the same formula, charge and spin**: 80.1 kcal/mol
**Spin multiplicity**: 1
**Highest occupied orbital energy**: -0.2891 hartree

Record 6
The molecule C22H19Cl2N5 in a non-equilibrium geometry, computed with ωB97M-V with the def2-TZVPD basis set.

Last column: Mulliken charge in e.
Element x y z (Å)
Cl -7.14 1.54 0.90  -0.2060
C -5.73 0.50 0.51  -0.0810
C -5.50 -0.88 0.93  -0.3512
C -4.24 -1.49 0.77  -0.6285
C -3.26 -0.94 -0.09  0.1637
C -3.46 0.34 -0.59  0.0966
N -2.50 0.96 -1.38  0.2341
C -1.90 0.10 -2.43  -1.1982
C -0.45 -0.23 -2.22  -0.3768
N 0.34 0.86 -1.50  0.1245
C 1.35 0.58 -0.65  0.5829
N 1.68 1.50 0.18  -0.5222
C 2.51 1.36 1.27  0.3749
C 3.40 2.38 1.70  -0.6589
C 4.21 2.15 2.80  -0.3359
C 4.04 1.04 3.59  -0.4729
N 3.17 0.06 3.20  -0.6595
C 2.41 0.18 2.12  0.5013
N 1.67 -0.96 1.87  -0.1721
C 1.97 -1.57 0.71  0.7698
C 2.54 -2.82 0.85  -0.9330
C 3.01 -3.42 -0.34  -0.5837
C 3.00 -2.73 -1.58  0.0548
Cl 3.64 -3.61 -2.89  -0.2228
C 2.44 -1.45 -1.69  -0.4745
C 2.00 -0.79 -0.52  0.0053
C -0.29 2.22 -1.57  -1.0228
C -1.69 2.04 -0.87  -0.5469
C -4.62 1.06 -0.22  -0.5546
H -6.34 -1.32 1.50  0.3448
H -3.85 -2.31 1.43  0.3003
H -2.36 -1.49 -0.26  0.3777
H -1.86 0.54 -3.41  0.3498
H -2.47 -0.90 -2.38  0.3915
H -0.43 -1.17 -1.69  0.3453
H 0.06 -0.36 -3.19  0.2982
H 3.51 3.24 1.00  0.3822
H 4.99 2.85 3.18  0.2866
H 4.66 0.81 4.47  0.3668
H 1.73 -1.61 2.64  0.3946
H 2.55 -3.49 1.76  0.2662
H 3.47 -4.37 -0.22  0.4350
H 2.59 -0.91 -2.60  0.4925
H 0.30 3.01 -1.07  0.4496
H -0.54 2.49 -2.57  0.4297
H -2.22 2.94 -1.16  0.3417
H -1.71 2.02 0.25  0.4127
H -4.69 2.07 -0.55  0.4280

**E_LUMO**: 0.36 eV
**Structure (SMILES)**: Clc1cccc(N2CCN(C3=Nc4cccnc4Nc4ccc(Cl)cc43)CC2)c1
**Energy above the lowest of the compared OMol25 structures with the same formula, charge and spin**: 0.0 kcal/mol
**Spin multiplicity**: 1
**Highest occupied orbital energy**: -0.2808 hartree

Record 7
The molecule C4H3NO2 in a non-equilibrium geometry, computed with ωB97M-V with the def2-TZVPD basis set.

Last column: Mulliken charge in e.
Element x y z (Å)
O -2.37 0.98 -1.04  -0.4488
C -1.70 -0.02 -0.97  -0.1441
C -0.40 -0.12 -0.23  0.5144
C 0.37 0.80 0.58  -0.2437
C 1.55 0.14 0.68  -0.1622
O 1.52 -1.06 0.11  -0.1384
N 0.29 -1.21 -0.48  -0.3654
H -1.97 -0.96 -1.50  0.3434
H 0.26 0.99 1.64  0.2022
H 2.44 0.46 1.20  0.4425

**E_LUMO**: 0.01 eV
**Structure (SMILES)**: O=Cc1ccon1
**Energy above the lowest of the compared OMol25 structures with the same formula, charge and spin**: 82.3 kcal/mol
**Spin multiplicity**: 1
**Highest occupied orbital energy**: -0.3803 hartree

Record 8
The molecule C3H6N2O2 in a non-equilibrium geometry, computed with ωB97M-V with the def2-TZVPD basis set.

Last column: Mulliken charge in e.
Element x y z (Å)
C 0.40 -1.44 -1.18  -0.6753
O 0.58 -1.16 0.20  -0.3836
C 0.19 0.05 0.65  0.5240
N -1.10 0.54 0.22  -0.2667
O -0.72 1.90 0.76  -0.3116
C 0.62 1.45 0.89  -0.0310
N 0.68 0.46 1.93  -0.5492
H 1.30 -1.98 -1.50  0.2336
H 0.27 -0.53 -1.76  0.3543
H -0.47 -2.09 -1.32  0.2455
H -1.88 0.03 0.65  0.2437
H 1.45 2.07 0.57  0.3619
H -0.03 0.61 2.64  0.2544

**E_LUMO**: 0.98 eV
**Structure (SMILES)**: CO[C@]12NO[C@H]1N2
**Energy above the lowest of the compared OMol25 structures with the same formula, charge and spin**: 137.6 kcal/mol
**Spin multiplicity**: 1
**Highest occupied orbital energy**: -0.3544 hartree